Entry 1:
# C46H39BCl2N12O5Tl

C46H39BCl2N12O5Tl as an isolated structure (the ωB97M-V functional and the def2-TZVPD basis, the OMol25 dataset).

Output
ΔE to the lowest compared entry with this formula, charge and spin in eV: 1.472
Net charge: -1
HOMO level (alpha / beta) in Eh: -0.1213 / -0.1214

Atoms and positions in Å:
C 0.038 3.649 -4.846
H -3.205 -4.106 2.201
N 0.599 -2.406 3.155
H -1.575 -3.721 1.999
H -3.817 -1.307 -1.079
C 0.579 -5.536 6.515
N -0.020 0.677 0.587
H 0.618 5.392 -7.755
H -1.615 5.971 -0.642
C 0.988 1.514 0.383
H -0.373 -4.407 0.494
H -0.623 6.809 -6.147
N -1.624 -2.478 4.090
C 0.704 -1.974 -3.158
H -1.327 -4.633 6.123
Cl 1.220 -1.569 -4.792
H 1.971 2.873 -5.375
H -4.746 -2.676 -1.729
H 2.202 4.028 -0.377
C 1.938 -5.594 6.176
N 2.289 1.292 0.422
H -0.459 4.016 -7.492
C -3.485 -1.018 3.641
H -4.735 -3.443 0.732
Cl 0.707 -3.727 -2.948
H 1.673 6.556 -5.647
C -1.037 5.082 -0.435
C -1.691 3.900 -0.128
H 2.169 -4.503 -0.240
C 4.255 -0.110 0.788
H 7.782 -1.601 1.086
H 7.390 0.376 -0.312
H 5.912 -2.661 2.325
H 2.174 -4.161 1.359
C -2.139 -1.510 3.387
H -4.257 -2.156 5.282
C 1.127 4.016 -0.282
B -1.366 1.157 -1.430
O 1.219 -1.621 -0.889
C 2.465 -4.805 5.178
C -1.114 3.442 -4.092
C 4.474 -1.262 1.573
C -5.651 -0.685 4.546
H 5.120 1.353 -0.523
C -2.765 -2.930 0.582
C 1.066 1.628 -3.935
N 0.418 -3.763 0.437
H 0.210 -6.168 7.313
C 6.559 -0.069 0.217
H -5.066 1.519 2.013
C 0.350 5.132 -0.539
H -6.822 0.865 3.655
C 6.783 -1.190 1.013
O -0.236 0.684 -2.058
H -1.942 4.128 -4.081
C 1.614 -3.937 4.497
O 2.573 -0.655 -2.392
H -1.076 6.211 -4.553
H 1.374 5.828 -4.062
C 1.625 -1.308 -2.024
C 5.297 0.489 0.100
C -0.049 1.481 -3.142
C -1.291 1.303 0.207
N -2.419 1.051 1.012
N 1.613 -4.566 0.610
N 2.236 -0.761 1.632
C 2.835 0.185 0.881
C -0.918 2.779 0.106
C -3.715 0.019 2.726
C 3.182 -1.658 2.102
H -5.496 -1.565 -0.551
O -2.025 2.073 -2.252
C -0.280 -4.684 5.857
C -0.893 5.916 -5.583
H 2.582 -6.272 6.720
C -4.907 0.716 2.718
H -1.807 5.513 -6.011
C 0.441 4.514 -7.137
C 1.510 5.617 -5.122
H -2.767 3.838 -0.109
C -5.875 0.347 3.639
H 3.513 -4.854 4.921
N -2.475 -3.848 1.555
N -1.599 -0.795 2.350
C 0.235 -3.881 4.843
C 0.259 4.911 -5.668
C -4.452 -1.375 4.564
H -6.432 -0.949 5.248
N 2.991 -2.655 2.919
C -1.135 2.350 -3.249
C 1.808 -2.977 3.452
H 1.277 3.832 -7.257
C -0.353 -2.895 3.988
C 0.475 2.845 0.060
Tl 0.214 -1.354 1.255
C 5.747 -1.795 1.702
H -0.332 -1.652 -3.040
H 2.401 5.005 -5.226
N -4.078 -2.850 0.255
H 0.828 6.059 -0.823
H 1.915 0.975 -3.833
H 0.412 -3.371 -0.510
C 1.080 2.720 -4.783
C -2.501 0.150 1.917
O -1.907 -2.283 -0.010
C -4.569 -2.057 -0.843

Entry 2:
# C50H73N11O3S3

A 14-piece molecular cluster, C50H73N11O3S3 overall (the ωB97M-V functional and the def2-TZVPD basis, the OMol25 dataset).

Output
ΔE to the lowest compared entry with this formula, charge and spin in eV: 0.000
Net charge: 0
HOMO level in Eh: -0.2834

Atoms and positions in Å:
C -4.957 -2.892 -2.222
H 1.021 3.570 -2.338
C -0.343 -5.969 -3.028
H -0.099 -1.322 6.552
N 0.970 -6.167 -3.352
C 4.588 -1.457 -2.504
H -1.294 -4.939 1.047
H -5.933 -3.251 -1.932
H 2.612 -4.912 -3.620
H 1.345 -7.032 2.041
C 3.663 2.759 0.659
C 0.596 0.344 -0.801
C 1.414 -5.408 0.652
H 1.408 -6.943 -3.826
N 1.736 -0.366 6.004
C -0.473 6.304 -2.030
C -3.074 -1.742 -2.627
N -2.751 0.301 4.175
C -0.081 -0.732 -0.245
H -3.899 1.756 -2.502
H -1.409 -4.961 3.642
H 6.249 -2.565 -3.587
H -2.193 1.143 4.155
C 1.428 -0.240 3.782
H 3.692 -3.806 -0.425
S -0.822 1.851 -5.981
C -3.212 1.759 -0.368
H 3.127 1.757 -2.093
C 1.493 -4.033 0.883
H -5.210 -3.244 -4.403
H 0.981 -2.989 -2.753
C 3.263 3.965 0.222
N -0.124 0.947 1.256
H -2.947 -2.098 -4.675
S -3.369 -4.828 2.142
C -0.151 0.396 -5.094
C 0.143 4.637 5.057
S 0.167 2.869 4.554
N -1.246 4.701 -0.728
H -0.603 -1.050 3.835
C 1.686 3.022 3.579
H -2.787 0.780 -0.203
H 3.839 6.041 0.674
O -3.196 -6.389 2.270
H 5.202 2.322 2.145
H -1.713 -3.368 3.373
C 4.821 4.326 1.689
H -0.826 4.827 5.519
N -4.463 3.375 -1.239
C 0.295 -0.799 4.380
C 3.958 4.977 0.820
C 1.796 3.242 -3.016
H 2.998 3.569 -6.024
H 1.665 -0.118 2.736
C -3.535 -0.198 3.121
H 1.201 4.512 -4.592
C 1.279 -3.800 2.233
H -1.928 4.028 -0.408
O -0.901 2.793 3.462
H 1.775 2.210 2.858
H 0.528 0.786 -4.335
H -0.127 1.442 2.136
C -3.809 2.160 -1.504
H -0.994 -1.036 1.702
C 3.519 2.338 -4.203
H -2.518 3.296 -4.790
C -4.644 -2.889 -3.554
H -2.216 4.968 -2.664
N 1.270 -6.047 1.831
H -2.333 -0.965 -2.503
H 5.537 4.675 2.419
C -3.856 -2.301 -1.576
H 0.189 4.718 0.778
C 0.566 1.371 0.136
C 0.665 -4.021 -2.786
H -2.826 -4.125 4.428
O -1.957 1.432 -6.893
H 1.878 3.952 3.043
H -3.461 0.286 2.159
H 0.980 4.959 5.676
H 2.811 -1.304 -1.185
H 1.292 6.635 -0.860
H 2.410 4.086 -0.429
H 0.947 2.381 0.126
C 4.060 -3.123 -1.176
N 5.131 -3.512 -2.027
H 2.166 -0.331 6.917
H -0.300 -1.640 -0.787
C -0.571 -4.593 -2.780
H -1.018 3.081 -3.862
C -0.529 -0.362 0.997
C -1.746 2.582 -4.503
H -2.913 2.876 1.581
H 1.645 -3.304 0.101
C -4.218 -1.302 3.442
C 0.424 6.020 -1.046
C 2.872 3.262 -4.996
C -1.416 5.253 -1.997
C 2.352 -0.019 4.841
N 4.608 2.962 1.638
C 0.499 -0.875 5.772
C -3.961 -1.502 4.775
H -0.926 -0.173 -4.580
H -0.338 7.085 -2.764
H 5.560 -4.426 -2.023
C -3.088 -0.482 5.197
C 5.491 -2.446 -2.827
C 1.281 -5.049 2.796
H -2.627 -4.841 -0.131
H 2.521 2.879 4.264
C -2.264 -4.298 3.510
H -1.482 -4.057 -2.559
H -4.528 4.669 0.472
H 1.109 0.404 -1.749
C -2.191 -4.389 0.760
C 3.691 -1.825 -1.530
N 1.876 3.832 -4.273
H 4.609 -0.582 -3.136
H -5.140 3.829 -1.835
H 0.169 5.163 4.103
H -3.672 -2.120 -0.527
C -4.109 3.773 0.039
C -3.279 2.807 0.567
H -0.932 -6.874 -3.078
H 3.373 1.733 0.487
H 1.228 -5.332 3.837
H -1.902 -3.338 0.755
H -2.328 1.852 -3.940
C -0.095 5.087 -0.197
H 4.456 1.839 -4.399
H -4.384 -2.341 5.307
H 1.377 -2.872 2.778
H -2.600 -0.231 6.127
C 1.585 -4.959 -3.291
H 3.408 0.190 4.926
H -4.871 -1.903 2.826
N -3.376 -2.364 -3.801
C 2.881 2.337 -2.970
H 1.468 -6.020 -0.236
H 0.234 -0.291 -5.848

Entry 3:
# C4H12

A 2-piece molecular cluster, C4H12 overall (the ωB97M-V functional and the def2-TZVPD basis, the OMol25 dataset).

Output
ΔE to the lowest compared entry with this formula, charge and spin in eV: 1.953
Net charge: 0
HOMO level in Eh: -0.4091

Atoms and positions in Å:
H -1.896 0.412 2.360
H 1.814 -0.681 -2.025
H 0.472 0.790 -1.685
C -1.483 -0.485 1.786
H -1.723 0.722 -0.238
H 3.090 0.334 -1.420
H 1.259 2.092 -0.889
H 2.527 -0.875 -0.301
H -0.476 -0.585 1.889
C 1.146 0.927 -0.865
C 2.223 -0.122 -1.049
H -2.085 -1.363 2.210
H -1.084 -0.765 -0.272
H 0.821 0.676 0.048
H -2.771 -0.753 0.178
C -1.834 -0.325 0.273

Entry 4:
# C5H12N2O

C5H12N2O as an isolated structure (the ωB97M-V functional and the def2-TZVPD basis, the OMol25 dataset).

Output
ΔE to the lowest compared entry with this formula, charge and spin in eV: 3.534
Net charge: 0
HOMO level in Eh: -0.3223

Atoms and positions in Å:
H -0.837 1.239 1.869
H 2.792 -0.028 0.469
H -1.528 -1.575 -1.106
N 1.877 0.287 0.732
C 0.844 -0.553 0.256
H 1.711 0.523 1.705
H -1.687 -0.292 -2.284
H -0.350 2.049 -1.346
H -0.436 -2.208 0.838
O 0.949 -1.035 -1.042
C 0.091 -1.336 1.236
C -1.441 -0.505 -1.245
N -0.040 -0.838 2.400
H -1.368 1.797 1.588
C 0.360 1.271 -1.615
C -0.043 -0.015 -0.937
H -2.158 -0.015 -0.584
H 1.364 1.558 -1.311
H 0.366 1.147 -2.698
H -0.467 -1.470 3.074

Entry 5:
# C24H15Cl2GaN6O4

C24H15Cl2GaN6O4 as an isolated structure (the ωB97M-V functional and the def2-TZVPD basis, the OMol25 dataset).

Output
Net charge: 0
HOMO level in Eh: -0.2802

Atoms and positions in Å:
C -2.077 2.739 -0.072
C -2.289 1.514 -5.570
N -0.254 -2.371 -1.234
N -1.446 1.831 0.669
C 1.030 -2.627 -1.486
H -3.441 1.820 3.355
C 0.463 -4.116 -3.254
N -1.260 0.265 -2.234
C -1.262 0.558 -3.646
H -4.688 3.481 1.931
O -1.246 0.659 3.945
O 3.202 -2.439 -0.583
C -2.299 1.281 -4.202
H -1.665 -4.347 -3.541
C -0.210 0.075 -4.409
C -3.100 2.102 2.368
C 1.075 -0.496 2.593
O -0.112 0.429 -1.584
N -0.174 -0.116 2.049
C 3.302 -1.289 2.071
C -1.102 0.605 2.737
C -3.771 3.021 1.581
H -3.101 1.653 -3.575
C 2.757 -0.616 4.313
C 2.047 -2.049 -0.523
C 3.675 -1.098 3.395
H 2.493 -3.655 -2.635
Cl 3.190 -0.363 5.970
C 1.434 -3.487 -2.492
C -0.874 -3.866 -2.981
H -3.726 4.090 -0.295
C 1.459 -0.317 3.916
H -1.253 1.212 -7.423
Cl 5.298 -1.480 3.862
C -1.253 1.028 -6.355
H 4.019 -1.666 1.360
H -3.091 2.085 -6.020
Ga -0.281 -0.429 0.148
O -2.184 -0.559 -0.482
H 0.600 -0.067 -6.382
C -0.213 0.311 -5.774
H 0.749 0.050 4.637
C -3.242 3.361 0.344
H 0.595 -0.470 -3.930
H 0.744 -4.808 -4.040
C -1.941 1.530 1.870
N 1.486 -1.217 0.377
H -1.626 2.975 -1.030
C 2.008 -1.003 1.664
H -2.219 -2.753 -1.720
N -2.305 -0.234 -1.714
C -1.189 -2.981 -1.964

Entry 6:
# C54H59N7O23

A 10-piece molecular cluster, C54H59N7O23 overall (the ωB97M-V functional and the def2-TZVPD basis, the OMol25 dataset).

Output
Net charge: -1
HOMO level (alpha / beta) in Eh: -0.0812 / -0.2032
2S+1: 2

Atoms and positions in Å:
O 4.333 -0.499 -7.492
C 0.410 0.413 1.936
H -1.022 4.564 2.884
C 0.905 -2.683 -0.459
H 8.560 -2.208 -1.135
H 0.601 5.402 4.408
C 6.028 9.308 -3.425
N 2.661 7.707 -3.944
C -2.797 6.178 -4.320
H 0.738 4.538 -4.190
O -2.971 2.999 2.295
O 6.405 0.385 -7.687
C 3.967 4.060 -5.950
H 6.292 2.128 -1.855
C -2.148 -0.213 1.126
C 5.348 2.049 -2.394
H -2.275 -1.211 3.002
O 3.434 4.349 -0.281
H 0.188 4.010 -0.196
N -0.033 8.066 -0.859
H 1.101 4.870 0.994
H 6.910 1.646 -9.172
H -1.490 0.958 -0.622
O 5.645 -3.205 1.212
O 0.212 6.900 -0.516
H 4.263 11.307 -0.571
H 4.276 9.808 -4.603
H 4.914 -0.912 -3.837
H -0.339 2.362 7.323
O -3.712 -0.819 -0.491
H 7.818 -0.088 -0.310
H 6.882 -2.581 -4.423
O 7.101 -3.110 2.827
H -0.839 -3.690 -3.175
C 2.972 6.102 -6.862
C -1.306 4.440 -3.447
C 5.047 -1.399 -4.803
H 0.266 10.573 -2.013
N 2.892 -1.268 -0.332
C 2.884 4.748 -6.498
C 0.064 0.704 0.651
O 3.259 8.776 -7.333
H 6.206 -0.566 -0.264
H 6.946 -2.958 -1.185
H 6.593 10.099 -3.896
H 0.526 -2.005 -4.251
H 2.091 6.610 -7.227
H -0.076 -0.336 3.817
C 0.891 -2.382 -3.307
C 1.174 4.061 0.267
O 2.511 -0.976 0.798
C 4.748 9.165 -3.875
H 5.866 -2.419 4.437
H -3.384 4.853 -2.816
C -1.650 -0.631 2.339
C -0.495 6.037 -5.076
H 2.589 -1.107 -3.032
C -0.839 4.022 3.800
O -1.960 2.857 -2.059
H 4.232 9.119 0.574
C -0.501 2.792 6.346
C 1.909 -1.975 -1.110
O -1.066 8.415 -1.311
O 5.403 8.599 -7.484
H 1.962 4.187 -6.537
H 0.624 1.123 -0.172
C 7.138 -0.798 -0.781
H -0.843 -3.975 -0.747
C 4.638 7.036 -2.736
O -3.579 1.720 3.924
H -1.780 7.497 -5.845
H 1.305 3.123 0.806
H 1.449 0.536 2.202
C 6.224 -3.300 3.904
C -0.270 4.922 -4.237
C 5.828 -2.791 -4.606
C 4.025 7.967 -3.507
H 6.687 -3.991 4.608
C -1.247 0.492 0.321
O 7.777 -2.590 0.740
O 3.947 -0.905 -0.888
H 5.323 -3.804 3.555
C -0.468 -0.222 2.817
C 5.354 6.013 -6.412
C 6.612 8.333 -2.654
C 0.014 4.550 4.716
C 3.489 9.411 -0.154
C 6.214 0.828 -8.988
C 4.217 6.698 -6.885
H 0.916 4.241 6.682
H 0.347 6.476 -5.592
C 2.366 8.644 -0.193
O 2.172 8.558 -4.729
C 3.401 10.681 -0.751
C 5.414 -0.223 -6.993
H 7.661 8.228 -2.421
O 5.713 3.966 -0.295
H 6.334 6.433 -1.718
O 4.298 2.872 -1.806
H 3.723 3.080 -5.569
C 2.184 4.116 -0.823
H -3.705 6.746 -4.186
C -1.493 2.314 5.474
C 2.282 11.058 -1.482
C 0.241 3.885 5.918
H 5.553 -3.385 -3.734
C 5.905 7.247 -2.283
H 6.985 -0.574 -1.836
H 6.373 6.372 -6.378
H 5.009 1.013 -2.376
H 5.542 2.314 -3.433
O 5.840 -0.703 -5.780
C -2.552 5.117 -3.452
H 2.359 7.661 0.254
H 5.616 -3.503 -5.403
C 7.582 -2.250 -0.654
O 2.027 6.778 -3.349
C 5.205 4.713 -5.932
C -0.056 -3.248 -2.577
C 1.874 -1.740 -2.527
H 5.241 1.236 -9.261
H 1.900 4.934 -1.485
C -1.691 2.959 4.222
H -2.155 1.542 5.837
C 1.123 9.030 -0.817
H 2.187 3.191 -1.400
H 4.206 6.079 -2.485
N -1.004 3.313 -2.607
H 2.350 12.072 -1.848
N -3.475 -0.750 0.705
H 4.020 -1.454 -5.165
C 4.598 3.751 -0.811
C 6.747 -2.982 1.593
O 0.135 2.916 -2.514
H 0.864 -2.915 0.596
N -2.774 2.452 3.376
C -0.020 -3.401 -1.146
C -1.766 6.628 -5.204
C 1.175 10.264 -1.518
O -4.211 -1.300 1.558
H 6.599 0.119 -9.721
H 6.053 4.296 -5.408
N 4.321 8.163 -7.165

Question: Look up the net charge of the first one.
Answer: -1